Molecular formula: C50H111N13
Method: DFT, ωB97M-V/def2-TZVPD

Values from the calculation:
* gap between HOMO and LUMO: 8.755 eV
* LUMO energy: 0.5 eV
* E: -2683.31896 Ha

Structure (ORCA input):
```
! wB97M-V def2-TZVPD RIJCOSX def2/J DEFGRID3
* xyz 0 1
C 21.9607 14.4624 22.3225
C 22.2960 13.4326 21.3412
N 22.5654 12.6082 20.5556
H 22.8774 14.9324 22.7630
H 21.3522 14.0342 23.1169
H 21.3034 15.1710 21.8577
C 16.6462 9.2019 13.1050
C 15.5169 9.1186 12.1838
N 14.5503 9.0340 11.5607
H 17.5920 8.7882 12.7098
H 16.3140 8.7481 14.0356
H 16.8223 10.2668 13.2359
C 15.5044 17.7133 19.0445
C 16.4530 18.7991 18.7554
N 17.2161 19.6354 18.5930
H 16.0810 16.8362 19.4138
H 14.9395 17.3769 18.1811
H 14.7451 18.0524 19.7725
C 20.4804 18.7740 18.2280
C 19.8815 17.7293 19.1083
N 19.5687 16.8716 19.7773
H 20.8024 18.3536 17.3185
H 21.3447 19.1446 18.7466
H 19.8176 19.6098 18.1139
C 21.0587 9.5964 18.1442
C 21.4208 9.5355 16.7294
N 21.5452 9.4041 15.5810
H 20.0067 9.6892 18.2822
H 21.6590 10.3324 18.6143
H 21.2414 8.6938 18.7026
C 12.8607 10.7861 13.6745
C 12.7306 10.8337 15.1745
N 12.5805 10.9411 16.3423
H 12.5435 9.8228 13.3542
H 13.9048 10.9670 13.4483
H 12.2224 11.5443 13.2388
C 11.3085 13.5813 18.3913
C 11.9882 14.7485 17.8308
N 12.5712 15.6506 17.4353
H 11.4743 13.4332 19.4389
H 11.6050 12.6898 17.8013
H 10.2204 13.6344 18.2170
C 16.4394 11.8028 15.9465
C 17.3299 12.8794 16.5608
N 17.0808 13.0526 18.0278
C 15.7772 13.6893 18.2852
C 15.3378 14.0156 19.6802
C 18.1869 13.8544 18.5338
C 19.5246 13.0715 18.5933
H 16.3898 11.8888 14.8877
H 15.4385 11.7511 16.3856
H 16.8794 10.8302 16.1326
H 18.4049 12.6868 16.4391
H 17.1170 13.9117 16.0811
H 15.0156 13.0724 17.8252
H 15.8089 14.6528 17.7431
H 16.0046 14.7634 20.1045
H 15.3319 13.1493 20.3251
H 14.3272 14.3680 19.6208
H 18.3090 14.7975 17.9497
H 17.8604 14.0980 19.5165
H 19.7141 12.6789 17.5761
H 20.3039 13.7980 18.8392
H 19.4903 12.2466 19.2970
C 19.4574 15.5848 15.0452
C 20.0622 16.6028 15.9847
N 21.4768 16.8529 15.8313
C 21.9457 17.3028 14.5312
C 23.0309 18.3583 14.7539
C 22.2337 15.7604 16.4449
C 22.5383 15.9758 17.9329
H 20.0525 14.6505 15.0020
H 19.4185 16.0155 14.0301
H 18.4598 15.3173 15.3071
H 19.5058 17.5637 15.9107
H 19.9503 16.2459 16.9952
H 22.2821 16.5259 13.8616
H 21.0893 17.7457 14.0401
H 23.4418 18.6789 13.7949
H 22.6641 19.2775 15.2490
H 23.8424 17.9781 15.3858
H 23.1925 15.7517 15.8938
H 21.7891 14.7746 16.3818
H 23.2249 15.1831 18.2244
H 21.6267 15.9710 18.5217
H 23.0404 16.9100 18.0494
C 14.8823 14.0426 10.5763
C 15.2579 12.9002 11.5117
N 16.4447 12.9633 12.3315
C 17.7339 12.6560 11.6849
C 18.9076 12.5044 12.6413
C 16.5635 14.1824 13.1526
C 15.3207 14.5052 13.9749
H 15.7661 14.4450 10.0804
H 14.4346 14.8524 11.1684
H 14.2063 13.7193 9.7873
H 14.3782 12.8422 12.1457
H 15.2999 11.9733 10.9761
H 17.6075 11.7402 11.0937
H 17.9808 13.4166 10.9116
H 18.5223 11.9246 13.5112
H 19.7577 12.0231 12.2172
H 19.1979 13.4995 12.9695
H 16.8794 15.1374 12.6004
H 17.4103 14.0572 13.8155
H 14.8497 13.5701 14.3375
H 14.5604 15.0477 13.4452
H 15.6804 15.0193 14.9043
C 13.2555 10.2950 22.2251
C 13.9705 9.0439 21.7571
N 14.2626 8.9639 20.3520
C 13.0811 8.7759 19.4825
C 12.3128 7.5027 19.7016
C 15.1135 10.0481 19.9219
C 16.5262 10.0037 20.5036
H 12.1895 10.3154 21.9551
H 13.6810 11.2035 21.7558
H 13.3697 10.4857 23.3039
H 14.8799 8.8775 22.3408
H 13.2960 8.2036 21.9812
H 12.3420 9.6116 19.6303
H 13.4702 8.7145 18.4944
H 12.9812 6.6124 19.7114
H 11.8599 7.5800 20.7016
H 11.5468 7.2869 18.9343
H 14.7641 11.0698 20.1251
H 15.1835 9.9799 18.8287
H 17.0663 9.0976 20.2291
H 16.5303 10.1182 21.5814
H 17.1267 10.8321 20.0504
C 12.4173 15.7936 26.5806
C 11.2665 15.2180 25.8828
N 11.4613 14.8054 24.5350
C 12.5769 13.8847 24.3976
C 12.9743 13.6508 22.9551
C 10.2600 14.2346 23.9307
C 9.0975 15.1408 23.7573
H 12.7142 16.7100 26.0161
H 13.2336 15.1001 26.6441
H 12.1313 16.0251 27.6258
H 10.8100 14.4165 26.5633
H 10.5176 16.0451 25.7439
H 12.3037 12.9143 24.7685
H 13.4160 14.2083 24.9924
H 13.1551 14.6692 22.5508
H 12.1785 13.2257 22.3451
H 13.8679 13.0091 22.8002
H 10.4580 13.9391 22.9034
H 9.9646 13.3530 24.4858
H 8.7712 15.4277 24.7780
H 9.4576 16.0570 23.2440
H 8.2397 14.7090 23.1997
C 16.7234 12.1698 25.7258
C 16.9794 12.7272 24.3769
N 18.3853 12.7560 23.9841
C 18.9199 11.3932 23.9514
C 20.4180 11.3494 23.9024
C 18.5161 13.4414 22.7287
C 18.4164 14.9296 22.8247
H 17.3096 12.6991 26.4806
H 16.8532 11.0753 25.8257
H 15.6799 12.2266 26.0231
H 16.4123 12.1471 23.5864
H 16.6381 13.7702 24.3443
H 18.6360 10.8765 24.8583
H 18.5037 10.7278 23.1715
H 20.8184 12.0218 24.6859
H 20.7771 10.3161 24.1678
H 20.8536 11.7026 22.9423
H 17.8225 13.0692 21.9891
H 19.5491 13.2770 22.4071
H 17.4193 15.1938 23.1978
H 18.4910 15.4424 21.8449
H 19.1735 15.2786 23.5020
*
```